No. 1
40
Properties=species:S:1:pos:R:3 method="wB97M-V/def2-TZVPD" e_homo_ev="-14.872 / -14.321" de_lowest_kj_mol=77.3 total_charge=+2 spin_multiplicity=1
I 1.753 0.544 -3.427
I -1.679 0.297 1.771
La 0.283 0.597 -0.676
P 1.813 2.323 1.318
C 3.119 1.409 2.267
C 2.804 3.413 0.238
H 3.434 4.105 0.798
H 1.817 4.136 3.003
H 2.126 3.977 -0.411
H 0.284 4.012 2.103
H 3.623 0.715 1.569
H 3.429 2.803 -0.421
C 1.095 3.440 2.568
H 3.842 2.104 2.729
H 0.639 2.855 3.372
H 2.606 0.809 3.043
P -2.389 -0.407 -1.874
C -2.512 -2.245 -1.976
C -4.086 0.054 -1.344
H -2.283 1.166 -3.701
H -3.318 -0.238 -4.141
H -1.519 -0.358 -4.136
C -2.396 0.074 -3.641
H -4.128 1.147 -1.219
H -4.845 -0.262 -2.072
H -3.337 -2.572 -2.626
H -2.649 -2.626 -0.952
H -4.306 -0.390 -0.365
H -1.547 -2.609 -2.362
Cl -0.948 2.945 -1.113
C 1.385 -4.008 0.214
S 0.366 -2.596 0.544
C 0.365 -2.554 2.346
O 1.292 -1.446 0.065
H 0.827 -4.943 0.384
H 2.268 -3.980 0.862
H 1.719 -4.012 -0.827
H 1.099 -3.274 2.702
H 0.590 -1.550 2.732
H -0.635 -2.855 2.659

No. 2
39
Properties=species:S:1:pos:R:3 method="wB97M-V/def2-TZVPD" e_homo_ev="-1.620 / -2.135" de_lowest_kj_mol=368.1 total_charge=-2 spin_multiplicity=6
Fe 0.368 -0.237 0.398
Se 2.473 5.470 -0.265
Sb 2.101 3.397 -1.455
Se 2.274 -0.912 1.105
Se 1.524 1.294 -0.265
Se 1.252 3.906 -3.687
O -1.499 -3.843 0.444
C -0.909 -2.806 0.141
O -0.666 -1.817 0.888
C -0.423 -2.646 -1.305
C -0.524 -3.758 -2.180
C -0.149 -3.613 -3.475
C 0.297 -2.350 -3.925
C 0.645 -2.102 -5.277
C 1.012 -0.853 -5.682
C 1.047 0.212 -4.752
C 0.729 -0.005 -3.443
C 0.360 -1.294 -2.986
N 0.024 -1.477 -1.671
H -0.903 -4.681 -1.767
H -0.212 -4.440 -4.175
H 0.599 -2.926 -5.982
H 1.260 -0.668 -6.721
H 1.310 1.219 -5.054
H 0.741 0.817 -2.745
S -0.882 1.091 1.921
C -2.037 1.169 0.674
N -1.751 0.866 -0.568
C -2.840 1.036 -1.402
C -2.842 0.827 -2.782
C -4.010 1.045 -3.494
C -5.179 1.466 -2.855
C -5.190 1.688 -1.486
C -4.018 1.475 -0.771
S -3.713 1.675 0.926
H -1.930 0.510 -3.274
H -4.013 0.888 -4.566
H -6.080 1.631 -3.433
H -6.088 2.024 -0.982

No. 3
61
Properties=species:S:1:pos:R:3 method="wB97M-V/def2-TZVPD" e_homo_ev="-11.258 / -11.258" de_lowest_kj_mol=87.0 total_charge=+1 spin_multiplicity=1
Tc -0.922 -0.009 0.386
O 1.807 1.676 -2.474
C 1.258 1.028 -1.484
O 0.047 0.848 -1.398
C 2.260 0.509 -0.506
O 1.656 -0.280 0.496
C 1.920 0.210 1.831
C 1.087 1.426 2.115
O 1.378 2.179 3.007
O 0.065 1.548 1.285
H 1.115 2.001 -3.075
H 2.786 1.370 -0.089
H 2.983 -0.084 -1.067
H 2.975 0.428 1.964
H 1.628 -0.593 2.505
S -1.979 -1.439 -1.033
C -2.637 -0.293 -2.080
C -3.028 -0.660 -3.402
C -3.726 0.218 -4.167
C -4.058 1.510 -3.664
C -3.681 1.902 -2.417
C -2.966 1.003 -1.582
S -2.679 1.390 0.048
H -2.753 -1.638 -3.778
H -4.033 -0.064 -5.167
H -4.625 2.193 -4.285
H -3.926 2.890 -2.043
C 0.140 -6.573 0.929
C 0.607 -5.577 -0.134
C 0.739 -4.178 0.455
S 0.943 -2.889 -0.776
O -0.016 -3.230 -1.899
C 2.613 -3.281 -1.369
C 2.679 -3.146 -2.882
C 2.441 -1.718 -3.370
H 0.071 -7.579 0.513
H -0.848 -6.302 1.312
H 0.832 -6.611 1.774
H -0.107 -5.538 -0.955
H 1.561 -5.906 -0.546
H 1.575 -4.083 1.159
H -0.184 -3.894 0.970
H 2.875 -4.285 -1.033
H 3.284 -2.569 -0.875
H 1.943 -3.814 -3.327
H 3.665 -3.485 -3.202
H 1.447 -1.364 -3.079
H 2.494 -1.669 -4.458
H 3.201 -1.031 -2.977
C -1.484 -0.717 1.858
C -1.965 -1.177 3.115
C -2.901 -0.375 3.782
C -3.338 -0.752 5.038
C -2.840 -1.912 5.620
C -1.918 -2.716 4.953
C -1.479 -2.355 3.696
H -3.260 0.532 3.310
H -4.058 -0.140 5.567
H -3.168 -2.192 6.614
H -1.544 -3.618 5.419
H -0.759 -2.965 3.160

No. 4
33
Properties=species:S:1:pos:R:3 method="wB97M-V/def2-TZVPD" e_homo_ev=-17.040 total_charge=+2 spin_multiplicity=1
Be 0.085 -0.287 0.025
C 2.066 0.830 -1.788
O 1.570 -0.144 -0.860
C 2.651 -0.827 -0.210
C 2.031 -1.986 0.559
O 0.711 -1.550 0.869
C -0.173 -2.576 1.310
C -1.561 -1.955 1.225
O -1.502 -0.967 0.187
C -2.813 -0.475 -0.124
H 2.686 1.565 -1.266
H 1.220 1.333 -2.247
H 2.662 0.343 -2.562
H 3.160 -0.121 0.459
H 3.366 -1.193 -0.955
H 2.581 -2.224 1.478
H 1.988 -2.885 -0.069
H 0.086 -2.892 2.328
H -0.097 -3.444 0.642
H -1.844 -1.462 2.163
H -2.311 -2.714 0.978
H -3.268 -0.029 0.765
H -3.446 -1.291 -0.480
H -2.725 0.278 -0.901
N -0.339 2.436 0.917
C -0.822 3.556 0.379
C -1.190 3.271 -0.924
C -0.889 1.930 -1.093
N -0.367 1.418 0.036
H 0.014 2.315 1.857
H -0.889 4.484 0.911
H -1.615 3.941 -1.643
H -1.024 1.322 -1.967